Record 1
{
  "formula": "C8H7IS2",
  "method": "wB97M-V/def2-TZVPD",
  "species": ["C", "C", "C", "C", "C", "C", "C", "C", "S", "S", "I", "H", "H", "H", "H", "H", "H", "H"],
  "coordinates": [[1.1854, 2.5995, 1.4653], [0.3420, 1.4129, 1.4902], [1.4349, 3.0109, 0.1389], [0.0444, 0.9946, 0.2848], [-1.3397, -2.4183, -0.8938], [-1.4497, -2.5880, 0.4372], [-0.6835, -1.0445, -1.1887], [-1.0170, -0.2449, -0.0268], [0.6392, 1.9838, -1.0312], [-0.9062, -1.3197, 1.4235], [-3.0111, 0.6927, -0.0340], [1.5829, 3.0932, 2.2603], [0.1083, 0.8471, 2.3111], [1.8262, 3.9831, -0.2028], [-1.8467, -3.0518, -1.6149], [-1.9806, -3.4655, 0.7723], [0.4643, -1.0088, -1.2319], [-1.1264, -0.7193, -2.1951]],
  "forces_ev_per_angstrom": [[-1.00, -1.21, -4.54], [2.38, 2.73, 0.05], [-0.89, 0.04, 1.43], [-3.05, -3.14, -3.75], [0.76, 1.59, 0.75], [-0.90, -1.81, -1.16], [0.45, -1.53, -2.68], [6.26, 2.59, 2.07], [0.07, -0.04, 1.56], [-0.85, 0.57, -0.39], [-3.67, 1.24, 0.37], [0.88, 1.25, 2.21], [-0.57, -0.86, 2.20], [0.11, -0.85, 0.33], [0.49, -0.02, 0.01], [0.16, 0.01, 0.71], [-1.39, -0.79, -0.60], [0.74, 0.21, 1.43]],
  "molar_mass_g_mol": 294.2,
  "spin_multiplicity": 3,
  "orbital_gap_ev": [5.730, 5.191]
}

Record 2
{
  "formula": "C7H13NOS",
  "method": "wB97M-V/def2-TZVPD",
  "species": ["C", "C", "C", "C", "C", "C", "C", "N", "O", "S", "H", "H", "H", "H", "H", "H", "H", "H", "H", "H", "H", "H", "H"],
  "coordinates": [[4.8626, 0.1705, 1.0269], [0.4378, 0.1143, 0.7118], [-2.0659, -0.6385, 0.8075], [-1.8281, 0.1785, -1.0052], [1.3719, 0.5622, -0.3545], [-0.9767, -0.0569, 0.2885], [-4.2526, 0.1399, -0.3686], [-2.8941, -0.5291, -0.3505], [3.9188, -1.3226, -0.9684], [4.2151, 0.1835, -0.5027], [4.8739, -0.6619, 1.7050], [4.7434, 1.0891, 1.4365], [0.6689, -0.8981, 1.1062], [0.5234, 0.7542, 1.6615], [2.9720, -1.2490, -1.1033], [-2.3034, -1.2665, 1.7456], [-1.9455, 1.3564, -1.0238], [-1.3246, -0.3158, -1.9017], [1.2591, -0.1096, -1.2458], [1.2916, 1.6394, -0.5093], [-4.9178, -0.4811, 0.1107], [-4.1731, 1.0756, 0.1146], [-4.4566, 0.2655, -1.3809]],
  "forces_ev_per_angstrom": [[0.04, -2.62, -0.97], [0.50, -0.59, 2.43], [-0.55, -1.21, 1.55], [2.76, 2.42, 0.24], [-1.12, -0.46, -0.85], [-1.21, 0.18, -0.51], [3.84, -0.69, 0.35], [-1.70, -0.33, -0.10], [0.06, -0.85, -0.06], [0.36, 1.78, 0.28], [-0.05, -0.40, -0.14], [0.07, 2.88, 1.26], [0.51, 0.33, -0.24], [-0.26, -0.52, -1.42], [-0.58, -0.72, -0.13], [0.30, 1.30, -1.52], [-0.15, -2.31, -0.80], [-1.17, 0.92, 0.77], [0.43, 0.93, 0.41], [0.53, -0.27, -0.45], [-1.69, -1.31, 0.96], [-0.17, 1.31, 0.64], [-0.76, 0.22, -1.69]],
  "molar_mass_g_mol": 159.3,
  "de_lowest_kcal_mol": 169.0,
  "orbital_gap_ev": [7.043, 8.176]
}

Record 3
{
  "formula": "C53H36Cl2N3O2PSTa",
  "method": "wB97M-V/def2-TZVPD",
  "species": ["Ta", "C", "C", "N", "C", "C", "C", "C", "C", "C", "C", "N", "C", "C", "C", "C", "C", "C", "C", "C", "N", "C", "H", "H", "H", "H", "H", "H", "H", "H", "H", "H", "H", "H", "O", "C", "O", "C", "C", "C", "C", "C", "C", "P", "C", "C", "C", "C", "C", "C", "C", "C", "C", "C", "C", "C", "H", "H", "H", "H", "H", "H", "H", "H", "H", "H", "H", "H", "H", "H", "Cl", "C", "C", "C", "C", "C", "Cl", "C", "S", "H", "H", "H", "C", "C", "C", "C", "C", "C", "C", "C", "C", "C", "H", "H", "H", "H", "H", "H", "H"],
  "coordinates": [[0.1665, 0.7506, -0.5127], [-2.2466, 1.6011, 3.6183], [-1.1712, 1.2578, 2.7921], [-1.0704, 1.6776, 1.5536], [-2.0389, 2.4465, 1.0267], [-3.2025, 2.7847, 1.7610], [-3.2651, 2.3598, 3.1017], [-4.2652, 3.4251, 1.0941], [-4.1822, 3.6400, -0.2532], [-3.0100, 3.3571, -0.9674], [-1.8967, 2.8437, -0.3372], [-0.6537, 2.5658, -0.9044], [-0.0601, 3.4388, -1.7938], [-0.6187, 4.5103, -2.4786], [0.1400, 5.2952, -3.3539], [1.4871, 5.1098, -3.4978], [2.1245, 4.0922, -2.7644], [3.5192, 3.9010, -2.7652], [4.0571, 2.8639, -2.0467], [3.1973, 2.0062, -1.3541], [1.8901, 2.1770, -1.3021], [1.3412, 3.2191, -1.9683], [-2.2617, 1.2544, 4.6376], [-0.3647, 0.6385, 3.1655], [-4.1256, 2.6312, 3.6944], [-5.1593, 3.6701, 1.6455], [-5.0313, 4.0372, -0.7911], [-3.0170, 3.4860, -2.0356], [-1.6503, 4.7822, -2.3516], [-0.3568, 6.0713, -3.9155], [2.0853, 5.7265, -4.1476], [4.1375, 4.5859, -3.3264], [5.1216, 2.6933, -2.0132], [3.6012, 1.1533, -0.8221], [-2.9624, 0.1305, -0.0452], [-2.2218, -0.7951, 0.2422], [-0.9607, -0.7472, -0.1109], [-2.6493, -2.0266, 0.9352], [-3.9549, -2.4878, 0.7845], [-4.3047, -3.7225, 1.2954], [-3.3615, -4.4908, 1.9650], [-2.0792, -4.0116, 2.1621], [-1.7134, -2.7668, 1.6598], [-0.0088, -2.1005, 1.8760], [0.1958, -2.2157, 3.6864], [-0.9065, -2.1361, 4.5344], [-0.7406, -1.8724, 5.8818], [0.5311, -1.6837, 6.3962], [1.6353, -1.7804, 5.5631], [1.4723, -2.0151, 4.2110], [0.8092, -3.5686, 1.1380], [0.4672, -3.8310, -0.1900], [1.1275, -4.8092, -0.9032], [2.1343, -5.5429, -0.2949], [2.4589, -5.3033, 1.0287], [1.7996, -4.3216, 1.7499], [-4.6529, -1.8812, 0.2282], [-5.3051, -4.0996, 1.1551], [-3.6275, -5.4733, 2.3237], [-1.3532, -4.6118, 2.6929], [-1.9025, -2.2732, 4.1367], [-1.6099, -1.7940, 6.5221], [0.6603, -1.4487, 7.4417], [2.6271, -1.6430, 5.9670], [2.3328, -2.0340, 3.5522], [-0.3194, -3.2547, -0.6631], [0.8608, -4.9972, -1.9318], [2.6614, -6.2998, -0.8532], [3.2305, -5.8820, 1.5116], [2.0444, -4.1516, 2.7882], [1.7621, -1.1970, -0.7798], [3.0649, -1.1741, 0.3457], [4.0904, -2.0935, 0.2360], [5.1487, -2.0223, 1.1239], [5.1633, -1.0583, 2.1195], [4.1141, -0.1660, 2.2400], [4.1106, 1.0005, 3.5012], [3.0380, -0.1937, 1.3384], [1.7272, 0.9340, 1.4857], [4.0455, -2.8547, -0.5229], [5.9627, -2.7207, 1.0426], [5.9835, -0.9948, 2.8157], [-2.9646, 1.9125, -5.1427], [-3.1895, 1.4600, -3.8338], [-2.1579, 0.9654, -3.0823], [-0.8459, 0.8788, -3.5987], [0.2699, 0.4974, -2.8018], [1.4664, 0.3085, -3.4541], [1.6210, 0.4814, -4.8369], [0.5867, 0.9653, -5.5795], [-0.6621, 1.2017, -4.9747], [-1.7315, 1.7555, -5.7097], [-3.7733, 2.3587, -5.7024], [-4.1834, 1.5009, -3.4112], [-2.3642, 0.6281, -2.0774], [2.3594, 0.0324, -2.9098], [2.5749, 0.2648, -5.2891], [0.7036, 1.1583, -6.6336], [-1.5555, 2.0597, -6.7322]],
  "forces_ev_per_angstrom": [[1.55, 2.31, 0.71], [-0.24, 0.18, -0.06], [0.17, -0.16, 0.25], [0.54, -0.48, -1.10], [-0.64, 0.65, 0.04], [0.43, -0.17, -0.24], [0.25, -0.05, -0.06], [-0.12, 0.01, -0.27], [-0.25, 0.10, 0.43], [0.60, -0.25, -0.04], [-1.13, 0.21, 0.67], [0.06, -0.97, 0.05], [0.79, 0.94, -1.00], [-0.11, -0.65, 0.54], [0.58, 0.13, -0.21], [-0.26, 0.08, 0.06], [-0.23, -0.40, 0.29], [-0.09, -0.29, 0.11], [-0.08, 0.19, -0.18], [-0.11, -0.08, 0.23], [-0.12, -0.34, 0.12], [-0.09, 0.69, -0.39], [0.01, -0.07, 0.13], [0.00, -0.07, -0.02], [-0.09, -0.03, 0.11], [-0.13, 0.03, 0.04], [-0.02, 0.07, 0.00], [0.05, 0.07, -0.05], [-0.07, -0.08, 0.01], [-0.05, 0.10, 0.01], [0.01, 0.17, -0.12], [0.12, 0.01, -0.06], [0.05, -0.05, 0.00], [-0.02, 0.05, 0.05], [-0.03, -0.78, 0.24], [-2.25, 0.75, -0.05], [0.47, -0.03, -0.99], [0.30, -0.33, 0.23], [0.08, 0.13, -0.12], [-0.05, 0.10, -0.03], [0.04, -0.01, 0.02], [-0.11, 0.08, -0.01], [0.08, 0.22, -0.17], [0.08, -1.11, 0.90], [-0.07, 0.10, -0.27], [-0.02, -0.11, -0.09], [-0.02, 0.10, 0.11], [-0.01, -0.02, 0.09], [0.13, 0.07, 0.10], [-0.11, -0.11, -0.01], [-0.03, 0.20, 0.17], [-0.02, -0.10, 0.12], [-0.04, -0.04, -0.07], [0.13, -0.04, 0.01], [0.10, -0.14, 0.04], [-0.11, 0.09, -0.03], [-0.13, 0.01, -0.04], [-0.11, -0.03, -0.02], [-0.04, -0.08, 0.08], [0.06, -0.01, 0.05], [-0.05, 0.02, 0.02], [0.02, -0.03, 0.04], [0.04, -0.04, 0.11], [0.10, 0.04, 0.04], [0.07, 0.05, 0.03], [-0.01, -0.03, -0.05], [-0.04, -0.05, -0.11], [0.06, -0.13, -0.06], [0.10, -0.12, 0.04], [0.08, -0.01, 0.05], [0.41, -0.24, -0.92], [0.65, 0.31, 0.98], [-0.17, 0.00, -0.20], [-0.13, 0.07, 0.02], [-0.06, 0.02, 0.05], [-0.22, -0.14, -0.34], [0.11, 0.09, 0.18], [-0.06, -0.13, -0.21], [-0.63, 0.21, -0.45], [0.04, -0.16, -0.18], [0.12, -0.14, -0.01], [0.10, -0.01, 0.08], [0.07, 0.01, -0.25], [0.11, -0.12, 0.26], [-0.15, 0.10, -0.09], [-0.22, 0.03, -0.37], [0.11, -0.30, 1.02], [0.02, -0.25, 0.11], [-0.03, 0.12, -0.13], [0.15, -0.03, 0.03], [-0.07, -0.01, 0.31], [-0.23, 0.07, 0.00], [-0.06, -0.02, -0.09], [-0.08, 0.03, 0.04], [-0.03, -0.01, 0.09], [-0.01, -0.03, 0.00], [0.16, 0.01, -0.11], [0.02, 0.05, -0.19], [0.01, -0.01, -0.08]],
  "molar_mass_g_mol": 1061.8,
  "charge": 1,
  "de_lowest_kcal_mol": 25.8,
  "orbital_gap_ev": 6.303
}

Record 4
{
  "formula": "C6H14O",
  "method": "wB97M-V/def2-TZVPD",
  "species": ["C", "C", "C", "C", "C", "C", "H", "H", "H", "H", "H", "H", "H", "H", "H", "H", "H", "H", "H", "H", "O"],
  "coordinates": [[0.0229, -2.7131, -0.2999], [0.7390, -1.3721, -0.1418], [-0.1298, -0.2260, 0.3811], [0.3844, 0.6767, 1.2026], [-0.2323, 1.9917, 1.5558], [-1.4769, -0.0041, -0.2751], [0.7021, -3.4887, -0.6315], [-0.3263, -3.0228, 0.6861], [-0.7509, -2.6121, -1.0512], [1.0742, -0.9878, -1.1111], [1.6368, -1.3552, 0.4694], [1.4003, 0.5115, 1.5571], [0.1768, 2.3689, 2.4956], [-1.3129, 1.8971, 1.6437], [-0.0488, 2.6773, 0.7199], [-2.3380, -0.0389, 0.3924], [-1.4759, 1.0237, -0.6540], [-1.6571, -0.7091, -1.0837], [1.2347, 2.0038, -2.7255], [1.5426, 1.5965, -1.2502], [0.8351, 1.7827, -1.8795]],
  "forces_ev_per_angstrom": [[0.85, 0.43, 0.54], [-0.46, 1.14, -0.17], [-0.23, -0.54, -0.45], [0.51, -0.02, 0.21], [-0.16, -0.28, -0.12], [0.20, 0.47, 0.07], [0.23, -0.12, -0.19], [-0.50, -0.08, -0.22], [-0.38, -0.21, 0.20], [-0.01, -0.33, -0.27], [0.10, -0.60, 0.21], [-0.03, -0.04, 0.10], [-0.09, 0.19, -0.22], [-0.09, 0.09, 0.15], [0.04, 0.25, 0.30], [0.10, -0.27, 0.29], [-0.07, -0.23, -0.34], [0.00, 0.16, -0.08], [0.19, -0.02, 0.14], [-0.04, 0.03, -0.22], [-0.17, 0.00, 0.07]],
  "molar_mass_g_mol": 102.2,
  "smiles": "C/C=C(\\C)CC.O",
  "de_lowest_kcal_mol": 21.7,
  "orbital_gap_ev": 9.357
}

Record 5
{
  "formula": "C2H8Cl2N4O9V",
  "method": "wB97M-V/def2-TZVPD",
  "species": ["N", "H", "H", "H", "H", "V", "N", "O", "O", "O", "N", "O", "O", "O", "N", "O", "O", "O", "Cl", "C", "C", "Cl", "H", "H", "H", "H"],
  "coordinates": [[7.2608, 25.5374, 4.5956], [6.9424, 25.8295, 5.5396], [8.2578, 25.3092, 4.6258], [7.1140, 26.3289, 3.9614], [6.7289, 24.7420, 4.2372], [7.1440, 25.6000, 10.3033], [5.6065, 27.1604, 7.7452], [6.2622, 26.4589, 8.6418], [5.7552, 26.7917, 6.5697], [4.9282, 28.0807, 8.0863], [8.1438, 24.3980, 8.1461], [7.1260, 23.9558, 8.7656], [8.3855, 24.1402, 7.0000], [8.7369, 25.3426, 8.7803], [9.1307, 24.9490, 11.9074], [9.1514, 26.0593, 11.2616], [9.8910, 24.6182, 12.7267], [8.0353, 24.2841, 11.6268], [7.3183, 19.5182, 7.2216], [8.4493, 20.8673, 7.4910], [9.8304, 20.4054, 7.8926], [10.6391, 19.6043, 6.5320], [7.9951, 21.4682, 8.2793], [8.4640, 21.4619, 6.5825], [9.7320, 19.6776, 8.6969], [10.4214, 21.2280, 8.2904]],
  "forces_ev_per_angstrom": [[0.22, 0.32, -0.27], [-0.32, -0.08, 0.10], [-0.12, -0.07, 0.02], [0.05, -0.08, 0.09], [0.02, -0.02, 0.25], [3.73, -1.18, -2.91], [-0.10, 0.07, -0.30], [0.50, -0.47, 1.48], [0.15, 0.02, 0.39], [0.11, -0.17, 0.12], [-1.18, 2.06, -0.04], [0.12, -0.16, 1.05], [0.30, -0.53, 0.44], [-0.56, -0.36, 0.56], [-1.50, 1.02, 0.05], [-1.22, -0.08, -0.29], [0.49, -0.31, -0.22], [-0.70, 0.10, -0.51], [0.06, -0.06, -0.05], [-0.22, 0.28, 0.11], [-0.54, -0.39, 0.33], [0.21, 0.15, 0.06], [0.15, -0.03, 0.07], [0.10, -0.05, -0.07], [0.09, -0.08, -0.07], [0.16, 0.11, -0.37]],
  "molar_mass_g_mol": 354.0,
  "charge": 1,
  "spin_multiplicity": 3,
  "de_lowest_kcal_mol": 0.0,
  "orbital_gap_ev": [6.007, 7.122]
}

no.,E_tot (eV)
1,-38175.0325
2,-21835.0812
3,-110829.9695
4,-8495.9495
5,-77306.6041